The following is a quantum chemistry calculation of the ion C9H15NOP with charge +1 at a distorted geometry, from the Open Molecules 2025 dataset.

Results
**SMILES string**: C[N+](C)=[PH2]Cc1ccc(O)cc1
**Relative energy (zero: lowest compared OMol25 entry of this formula, charge and spin)**: 0.00 kJ/mol
**Highest occupied orbital energy**: -11.82 eV
**Charge**: +1
**Gap between HOMO and LUMO**: 7.68 eV
**M**: 184.20 g/mol

```
27
C9H15NOP ωB97M-V/def2-TZVPD
C -3.403 -1.042 0.260
N -2.532 0.081 0.547
C -3.177 1.376 0.462
P -0.858 -0.034 0.139
C 0.564 -0.107 -1.296
C 1.849 -0.051 -0.596
C 2.462 1.180 -0.333
C 3.754 1.234 0.130
C 4.473 0.053 0.356
O 5.744 0.164 0.746
C 3.842 -1.179 0.160
C 2.545 -1.226 -0.299
H -3.979 -0.909 -0.660
H -2.822 -1.962 0.184
H -4.104 -1.142 1.092
H -2.461 2.163 0.703
H -3.620 1.579 -0.515
H -3.974 1.396 1.207
H -0.387 1.001 0.917
H -0.540 -1.159 0.871
H 0.377 0.748 -1.943
H 0.394 -1.038 -1.834
H 1.931 2.099 -0.535
H 4.252 2.174 0.304
H 6.174 -0.696 0.838
H 4.381 -2.097 0.351
H 2.076 -2.183 -0.481
```